{
  "formula": "C36H54BN9OPtS3Si2",
  "method": "wB97M-V/def2-TZVPD",
  "symbols": ["Pt", "C", "C", "C", "C", "N", "C", "C", "N", "B", "N", "C", "C", "N", "C", "S", "C", "C", "C", "C", "N", "C", "C", "N", "C", "S", "C", "C", "C", "C", "C", "S", "H", "H", "H", "H", "H", "H", "H", "H", "H", "H", "H", "H", "H", "H", "H", "H", "H", "H", "H", "H", "H", "H", "H", "H", "H", "H", "H", "H", "H", "H", "H", "H", "H", "H", "C", "Si", "C", "C", "C", "C", "C", "C", "C", "H", "H", "H", "H", "H", "H", "H", "H", "H", "H", "H", "N", "C", "C", "C", "N", "C", "N", "C", "Si", "C", "C", "O", "H", "H", "H", "H", "H", "H", "H", "H", "H"],
  "positions_angstrom": [[0.05, 0.39, -0.33], [1.19, 1.64, 3.72], [2.04, 0.38, 3.84], [2.49, 0.22, 5.30], [3.25, 0.50, 2.91], [1.31, -0.83, 3.42], [1.85, -2.07, 3.64], [1.07, -2.98, 3.02], [0.04, -2.32, 2.40], [-0.99, -3.10, 1.59], [-0.49, -3.45, 0.16], [-1.09, -4.47, -0.51], [-0.50, -4.59, -1.73], [0.48, -3.64, -1.81], [0.46, -2.93, -0.64], [1.50, -1.64, -0.24], [1.38, -3.46, -2.95], [1.06, -4.49, -4.04], [2.82, -3.66, -2.48], [1.18, -2.07, -3.54], [-2.36, -2.40, 1.47], [-3.32, -2.61, 2.42], [-4.47, -2.04, 1.99], [-4.22, -1.46, 0.77], [-2.91, -1.67, 0.48], [-2.10, -1.10, -0.90], [-5.25, -0.91, -0.12], [-4.87, 0.50, -0.57], [-6.60, -0.84, 0.61], [-5.37, -1.85, -1.32], [0.21, -1.00, 2.65], [-0.89, 0.17, 2.11], [1.75, 2.49, 4.10], [0.26, 1.55, 4.29], [0.95, 1.85, 2.68], [2.85, 1.17, 5.67], [3.30, -0.50, 5.40], [1.66, -0.09, 5.93], [3.85, 1.36, 3.19], [2.93, 0.63, 1.88], [3.87, -0.39, 2.97], [2.74, -2.22, 4.21], [1.16, -4.04, 2.96], [-1.16, -4.13, 2.15], [-1.90, -5.03, -0.09], [-0.72, -5.28, -2.51], [1.20, -5.51, -3.67], [1.74, -4.34, -4.87], [0.05, -4.37, -4.41], [2.95, -4.65, -2.06], [3.08, -2.92, -1.72], [3.50, -3.53, -3.32], [0.14, -1.93, -3.84], [1.81, -1.93, -4.41], [1.43, -1.30, -2.81], [-3.12, -3.15, 3.32], [-5.42, -2.00, 2.48], [-4.67, 1.14, 0.29], [-5.69, 0.93, -1.15], [-4.00, 0.47, -1.21], [-6.54, -0.21, 1.49], [-6.96, -1.83, 0.88], [-7.33, -0.40, -0.07], [-4.41, -1.95, -1.83], [-6.08, -1.45, -2.04], [-5.70, -2.84, -1.00], [-2.20, 2.93, -0.52], [-0.27, 2.83, -0.34], [0.55, 3.68, -1.86], [0.23, 3.98, 1.11], [-0.70, 4.81, 1.73], [-0.30, 5.77, 2.64], [1.04, 5.92, 2.95], [1.97, 5.09, 2.37], [1.57, 4.13, 1.46], [-2.49, 3.95, -0.72], [-2.69, 2.60, 0.39], [-2.56, 2.31, -1.34], [-0.09, 4.47, -2.24], [0.74, 3.00, -2.68], [1.49, 4.12, -1.57], [-1.75, 4.72, 1.48], [-1.04, 6.42, 3.09], [1.35, 6.68, 3.65], [3.02, 5.20, 2.60], [2.29, 3.47, 1.01], [-0.09, 0.44, -2.55], [-0.93, 0.78, -3.29], [-1.91, 1.16, -4.17], [-1.62, 2.00, -5.24], [-1.38, 2.68, -6.14], [-3.18, 0.60, -4.02], [-4.22, 0.13, -3.88], [4.88, -0.11, -0.49], [3.61, 1.27, -0.97], [3.42, 1.14, -2.88], [4.60, 2.91, -0.71], [2.30, 1.21, -0.12], [5.62, -0.25, -1.26], [4.35, -1.04, -0.34], [5.40, 0.13, 0.43], [4.34, 1.40, -3.39], [2.64, 1.81, -3.23], [3.15, 0.13, -3.16], [5.56, 2.82, -1.21], [4.79, 3.11, 0.34], [4.07, 3.75, -1.13]],
  "lowdin_charge": [0.68, -0.08, -0.53, -0.03, -0.01, 0.02, -0.03, -0.04, 0.03, -0.59, 0.02, -0.06, -0.03, 0.01, -0.66, 0.71, -0.54, -0.04, -0.03, -0.05, 0.03, -0.03, -0.02, 0.02, -0.64, 0.82, -0.54, -0.06, -0.04, -0.03, -0.66, 0.76, 0.09, 0.08, 0.02, 0.09, 0.07, 0.09, 0.10, 0.05, 0.09, 0.12, 0.13, 0.13, 0.13, 0.11, 0.09, 0.09, 0.09, 0.09, 0.02, 0.09, 0.09, 0.10, 0.00, 0.13, 0.12, 0.09, 0.10, -0.01, 0.09, 0.08, 0.09, 0.04, 0.09, 0.09, -0.21, 0.59, -0.16, -0.28, -0.09, -0.09, -0.09, -0.08, -0.12, 0.03, 0.01, 0.00, 0.04, -0.01, 0.02, 0.09, 0.10, 0.10, 0.10, 0.08, 0.04, -0.22, -0.27, -0.24, 0.14, -0.24, 0.17, -0.17, 0.24, -0.15, -0.17, -0.49, 0.02, -0.02, 0.01, 0.03, 0.00, 0.00, 0.02, 0.01, 0.01],
  "e_homo_ev": [-7.75, -7.75],
  "e_above_lowest_kj_mol": 284.4
}